[1]
{
  "formula": "C38H33F3N2PSiSr",
  "method": "the ωB97M-V functional and the def2-TZVPD basis",
  "lumo_energy_ev": 2.3059,
  "total_charge": -1,
  "species": ["Sr", "F", "C", "C", "C", "C", "C", "F", "C", "C", "C", "C", "C", "C", "N", "H", "H", "H", "H", "H", "H", "C", "C", "C", "C", "C", "C", "P", "C", "C", "C", "C", "C", "C", "C", "C", "C", "C", "C", "C", "H", "H", "H", "H", "H", "H", "H", "H", "H", "H", "H", "H", "H", "H", "C", "Si", "C", "C", "N", "C", "C", "C", "C", "C", "C", "F", "H", "H", "H", "H", "H", "H", "H", "H", "H", "H", "H", "H", "H"],
  "coordinates": [[0.51157, 1.70650, 0.48572], [-1.17207, 5.59452, -3.29517], [-0.73769, 4.30269, -3.25985], [-0.80873, 3.58198, -2.08537], [-0.38973, 2.24560, -2.00030], [0.10633, 1.67671, -3.19409], [0.20330, 2.45390, -4.34472], [0.77221, 1.96129, -5.48776], [-0.21284, 3.76939, -4.41762], [0.45721, 0.23159, -3.18872], [0.35474, -0.57052, -4.33301], [0.61875, -1.92418, -4.24624], [0.96791, -2.46343, -3.01689], [1.03720, -1.60200, -1.93591], [0.80229, -0.29654, -2.01125], [-1.22664, 4.10049, -1.22012], [-0.12516, 4.33844, -5.33135], [0.05267, -0.13233, -5.27096], [0.54228, -2.55089, -5.12678], [1.16419, -3.51897, -2.88554], [1.28049, -1.98875, -0.95244], [-0.49991, -3.08991, 4.57032], [-1.84026, -2.95108, 4.22339], [-2.18920, -2.53188, 2.95022], [-1.20968, -2.25137, 1.99570], [0.12718, -2.37173, 2.36335], [0.48358, -2.79010, 3.64177], [-1.59226, -1.69015, 0.28197], [-2.70349, -3.03680, -0.29672], [-3.40168, -2.79113, -1.48344], [-4.24369, -3.74493, -2.03092], [-4.39475, -4.98025, -1.41143], [-3.68029, -5.25187, -0.25513], [-2.83788, -4.29124, 0.29362], [-2.74155, -0.33125, 0.68319], [-4.10548, -0.51998, 0.90744], [-4.87540, 0.52469, 1.39858], [-4.25746, 1.73694, 1.67840], [-2.89680, 1.89387, 1.43098], [-2.07201, 0.89255, 0.88035], [-0.22779, -3.42055, 5.56564], [-2.61370, -3.16301, 4.95228], [-3.23422, -2.40275, 2.69378], [0.90292, -2.11349, 1.65326], [1.53088, -2.87823, 3.90339], [-3.28735, -1.83027, -1.97480], [-4.78090, -3.52587, -2.94583], [-5.06098, -5.72424, -1.83084], [-3.77963, -6.21573, 0.23022], [-2.28155, -4.52578, 1.19248], [-4.57089, -1.48337, 0.71963], [-5.93508, 0.38671, 1.58222], [-4.84045, 2.56061, 2.08002], [-2.47966, 2.88097, 1.64997], [3.62912, 3.73692, 2.99267], [2.46628, 2.76137, 1.92160], [0.66568, 2.94879, 2.71959], [2.15796, 3.63956, 0.15607], [2.61885, 1.09410, 1.53862], [3.70227, 0.71487, 0.78409], [4.79127, 1.54643, 0.43763], [5.87283, 1.09969, -0.31045], [5.93659, -0.20944, -0.75697], [4.89076, -1.07114, -0.43454], [3.83043, -0.60716, 0.30205], [2.86796, -1.49998, 0.65660], [3.21320, 4.73528, 3.15049], [4.62371, 3.84654, 2.56188], [3.73279, 3.25345, 3.96645], [0.70054, 3.62499, 3.57375], [0.25244, 1.98592, 3.07097], [-0.02371, 3.42194, 2.00241], [1.22842, 4.23354, 0.12693], [2.13301, 2.85615, -0.62826], [2.97103, 4.30265, -0.13942], [4.78465, 2.58386, 0.75070], [6.67426, 1.79062, -0.54432], [6.78322, -0.56548, -1.32814], [4.88756, -2.10834, -0.74508]]
}

[2]
{
  "formula": "C4H9N3O",
  "method": "the ωB97M-V functional and the def2-TZVPD basis",
  "smiles": "NC1=C(O)N(N)CC1",
  "e_above_lowest_kj_mol": 296.93,
  "lumo_energy_ev": 0.8142,
  "total_charge": 0,
  "species": ["N", "C", "C", "O", "N", "N", "C", "C", "H", "H", "H", "H", "H", "H", "H", "H", "H"],
  "coordinates": [[-0.91796, 1.15870, 2.08494], [-0.27231, 0.58304, 1.01767], [-0.71904, 0.49067, -0.25492], [-1.87151, 1.03131, -0.72622], [0.03271, -0.31754, -1.04767], [-0.35664, -0.57407, -2.36636], [1.21278, -0.89745, -0.13417], [1.08795, -0.06889, 1.14833], [-1.90809, 1.30838, 1.89410], [-0.61742, 0.86261, 3.00660], [-1.91387, 0.61740, -1.61068], [0.14694, 0.04737, -3.00461], [-0.08111, -1.52216, -2.62357], [2.14795, -0.74396, -0.67366], [1.01380, -1.95764, 0.03870], [1.13655, -0.70273, 2.03905], [1.87926, 0.68495, 1.21248]]
}

[3]
{
  "formula": "C4H4O8S2",
  "method": "the ωB97M-V functional and the def2-TZVPD basis",
  "smiles": "O=S(=O)([O-])C(=C=C(O)CO)S(=O)(=O)[O-]",
  "e_above_lowest_kj_mol": 0.00,
  "lumo_energy_ev": 5.8080,
  "total_charge": -2,
  "species": ["O", "S", "O", "O", "C", "C", "C", "O", "C", "O", "S", "O", "O", "O", "H", "H", "H", "H"],
  "coordinates": [[-0.19873, -0.35015, 3.50712], [-1.24429, 0.22759, 2.64229], [-2.44859, -0.64735, 2.43238], [-1.72268, 1.55661, 2.89432], [-0.42937, 0.25206, 1.05601], [-0.55155, -0.56634, 0.08011], [0.02179, -1.06201, -1.04304], [1.07852, -1.93209, -0.95160], [-0.42763, -0.71461, -2.43788], [-0.48939, 0.70827, -2.64069], [1.17184, 1.15066, 0.74792], [1.53778, 2.14494, 1.74778], [0.91211, 1.71034, -0.57758], [2.13220, -0.01259, 0.54128], [1.80830, -1.44044, -0.28030], [-1.42764, -0.93361, -2.81149], [0.28049, -1.29207, -2.99791], [-0.00317, 1.20078, -1.90873]]
}

[4]
{
  "formula": "CH14NO5",
  "method": "the ωB97M-V functional and the def2-TZVPD basis",
  "e_above_lowest_kj_mol": 32.46,
  "lumo_energy_ev": -3.7694,
  "total_charge": 1,
  "species": ["C", "N", "H", "H", "H", "H", "H", "H", "O", "H", "H", "O", "H", "H", "O", "H", "H", "O", "H", "H", "O"],
  "coordinates": [[-0.17260, 2.46042, 1.22758], [-0.35647, 1.21439, 1.11687], [0.39030, 2.82991, 2.07325], [-0.48072, 3.14506, 0.45379], [-1.01070, 0.80808, 0.40960], [0.01735, 0.52764, 1.83533], [0.58924, -1.65690, 1.86331], [1.00459, -1.06518, 3.28512], [0.62026, -0.86821, 2.43150], [0.51614, 1.07218, -2.11631], [1.39243, 2.31593, -2.17443], [0.57502, 1.98292, -1.79568], [-0.49947, -2.18387, 0.21124], [0.09468, -3.48750, 0.44382], [0.35722, -2.61406, 0.12630], [-1.70300, -0.18546, -1.63158], [-2.82912, -0.53268, -0.63542], [-1.99065, -0.04315, -0.70924], [1.38433, -1.55196, -2.80597], [0.85326, -1.32848, -1.43230], [1.24791, -0.83910, -2.17679]]
}

[5]
{
  "formula": "C3H6N2S",
  "method": "the ωB97M-V functional and the def2-TZVPD basis",
  "smiles": "NC(=S)[C@H]1CN1",
  "e_above_lowest_kj_mol": 129.77,
  "lumo_energy_ev": 0.6147,
  "total_charge": 0,
  "species": ["N", "C", "S", "C", "C", "N", "H", "H", "H", "H", "H", "H"],
  "coordinates": [[0.43631, 1.02868, -1.75775], [0.15708, 0.89723, -0.45993], [0.09534, 2.09409, 0.73810], [-0.22993, -0.52073, -0.08753], [0.19754, -1.09039, 1.25999], [-1.22216, -0.81369, 1.02393], [0.32421, 0.24231, -2.40869], [0.79395, 1.88331, -2.12897], [-0.33178, -1.23981, -0.89065], [0.75159, -0.45312, 1.94055], [0.48818, -2.13699, 1.41137], [-1.46033, 0.10911, 1.35959]]
}

[6]
{
  "formula": "C25H33BiO2Se",
  "method": "the ωB97M-V functional and the def2-TZVPD basis",
  "e_above_lowest_kj_mol": 127.07,
  "lumo_energy_ev": 0.3772,
  "total_charge": 0,
  "species": ["O", "C", "C", "H", "H", "C", "H", "H", "C", "H", "H", "H", "C", "H", "H", "H", "Bi", "C", "C", "C", "H", "C", "C", "H", "H", "H", "H", "C", "C", "C", "H", "C", "C", "H", "H", "H", "H", "O", "C", "C", "H", "H", "C", "H", "H", "C", "H", "H", "H", "H", "Se", "C", "C", "C", "C", "C", "C", "H", "H", "H", "H", "H"],
  "coordinates": [[-0.11252, 0.04358, -2.24472], [0.93220, -0.50190, -3.18421], [0.42783, 0.40832, -4.29391], [0.73947, -1.57803, -3.29101], [1.93856, -0.31184, -2.77751], [-0.72414, 0.82302, -3.33914], [0.10865, -0.10572, -5.19219], [1.10763, 1.23575, -4.50116], [-2.04963, 0.19674, -3.68762], [-1.97384, -0.90197, -3.70704], [-2.36139, 0.54298, -4.68725], [-2.83841, 0.48383, -2.97044], [-0.82998, 2.28437, -2.99518], [0.16332, 2.73797, -2.85724], [-1.42239, 2.43919, -2.07260], [-1.34248, 2.81006, -3.81747], [0.05958, -0.11612, -0.03479], [0.89098, 1.58836, 1.59484], [1.85500, 0.51004, 1.46766], [2.39262, 0.54802, 0.12568], [2.06850, -0.24865, 2.22908], [1.76888, 1.63936, -0.57831], [0.82427, 2.27652, 0.31215], [0.16165, 3.12391, 0.06660], [0.28065, 1.80924, 2.48425], [3.10094, -0.17035, -0.29683], [1.95789, 1.92125, -1.61952], [-1.49137, -0.46425, 1.89709], [-1.96980, 0.73855, 1.24485], [-2.37608, 0.38755, -0.10341], [-1.96666, 1.75870, 1.66470], [-2.15623, -1.04204, -0.27566], [-1.63609, -1.55930, 0.96240], [-1.30330, -2.58797, 1.13150], [-1.05351, -0.52967, 2.90471], [-2.77984, 1.08862, -0.85004], [-2.30048, -1.61557, -1.19693], [0.69892, -1.66667, -7.34439], [0.25264, -0.56878, -8.19897], [0.41276, -0.95247, -9.67923], [0.87352, 0.33522, -7.97220], [-0.79189, -0.32747, -7.91888], [1.63081, -1.90781, -9.61000], [0.56032, -0.10351, -10.32754], [-0.47104, -1.52807, -9.99347], [1.39541, -2.59655, -8.25263], [2.54941, -1.30320, -9.54886], [1.68853, -2.59653, -10.43806], [2.33240, -2.91419, -7.76072], [0.76523, -3.50719, -8.39918], [1.34379, -2.54161, 0.70371], [1.22215, -2.72448, 2.56659], [0.11330, -3.31779, 3.23967], [0.03081, -3.41627, 4.62464], [1.07624, -2.95583, 5.42955], [2.21148, -2.41213, 4.81685], [2.28908, -2.31542, 3.43040], [-0.72670, -3.71544, 2.65233], [-0.85585, -3.86062, 5.09353], [1.00867, -3.02820, 6.51780], [3.04104, -2.06442, 5.44477], [3.19219, -1.89240, 2.97966]]
}

Number 1: HOMO energy -4.430 eV, gap between HOMO and LUMO 6.736 eV, energy -69077.5459 eV. Number 2: HOMO energy -5.662 eV, gap between HOMO and LUMO 6.476 eV, energy -10809.3843 eV. Number 3: HOMO energy -1.871 eV, gap between HOMO and LUMO 7.679 eV, energy -42261.7114 eV. Number 4: HOMO energy -14.435 eV, gap between HOMO and LUMO 10.666 eV, energy -12985.6418 eV. Number 5: HOMO energy -8.659 eV, gap between HOMO and LUMO 9.274 eV, energy -17022.6960 eV. Number 6: HOMO energy -6.465 eV, gap between HOMO and LUMO 6.842 eV, energy -101735.1495 eV.